[1]
# CHN3OS

A single CHN3OS molecule in a non-equilibrium geometry (wB97M-V/def2-TZVPD, the Open Molecules 2025 dataset).

XYZ file:
```
7
Properties=species:S:1:pos:R:3:forces:R:3
S 0.055004 -0.816305 3.887799 -0.3 0.2 0.4
C -0.090359 -0.104755 2.426632 0.5 -0.5 3.4
N -0.169138 1.244826 2.172985 0.1 0.1 -4.0
N -0.064906 1.334229 0.841088 -0.3 0.2 1.6
N 0.138813 0.189320 0.299283 -0.1 -2.4 3.1
O 0.006764 -0.853905 1.374769 0.4 1.2 -3.5
H 0.023090 -0.357885 -0.535345 -0.3 1.1 -1.0
```
Forces are in eV/Å.

For the energy relative to the best compared isomer or geometry (same formula, charge and spin), the calculation gives 94.0 kcal/mol. The calculation puts the LUMO energy at -0.92 eV. Its SMILES is S=c1nn[nH]o1. The HOMO energy comes out at -8.816 eV.

=====

[2]
# C3H7F3N

A molecular structure, C3H7F3N in a non-equilibrium geometry (wB97M-V/def2-TZVPD, the Open Molecules 2025 dataset).

XYZ file:
```
14
Properties=species:S:1:pos:R:3:forces:R:3
C 0.574939 -0.733453 0.758997 2.5 -1.8 1.9
C -0.866342 0.696931 -0.568591 0.1 1.9 -2.2
C 0.333730 -0.182209 -0.606547 -0.3 -0.2 1.0
N 0.089385 -1.341047 -1.516557 -4.0 -4.7 0.6
F 0.025207 -1.078777 -2.757158 0.3 0.4 -1.2
F -1.356785 -2.087520 -1.290431 3.5 2.4 -0.2
F 0.842836 -2.451932 -1.364842 0.0 1.6 -0.3
H 1.706587 -0.596877 1.100312 -2.6 0.4 -0.4
H -0.227708 -0.224600 1.366459 1.5 -1.1 0.2
H 0.566621 -1.908997 0.802536 -0.7 2.4 0.1
H -1.195922 0.929607 -1.597739 0.1 0.5 0.6
H -0.727234 1.585750 0.064439 1.0 0.1 -0.8
H -1.676051 0.347470 -0.042571 -1.9 -2.0 0.9
H 1.134024 0.305796 -1.138677 0.7 0.1 -0.1
```
Forces are in eV/Å.

For the energy relative to the best compared isomer or geometry (same formula, charge and spin), the calculation gives 37.2 kcal/mol. The calculation puts the LUMO energy at -7.67 eV. The HOMO energy comes out at -17.665 eV. The total charge is +1.

=====

[3]
# C9H4AuCl2N2O3Sm

A molecular structure, C9H4AuCl2N2O3Sm in a non-equilibrium geometry (wB97M-V/def2-TZVPD, the Open Molecules 2025 dataset).

XYZ file:
```
22
Properties=species:S:1:pos:R:3:forces:R:3
Au 1.862488 -2.914925 -2.403166 -0.2 3.1 0.6
Sm 0.747284 -1.171152 0.206350 0.9 -1.2 -0.5
Cl -0.094898 -1.183246 -2.236442 0.3 -0.3 0.1
Cl 3.123268 -1.251059 -0.882010 -0.7 -0.3 0.0
C 2.085473 -1.347265 2.471515 3.7 -0.2 4.9
C 0.515453 -4.062519 -3.207593 -5.9 -3.9 -3.0
C 3.241990 -4.256768 -2.291163 6.5 -5.6 0.7
O 2.789392 -1.381207 3.385959 -3.3 0.1 -4.2
O -0.369844 -4.680905 -3.599861 3.8 2.4 1.6
O 4.055088 -5.069138 -2.191335 -3.9 3.7 -0.5
N -3.576093 4.977079 1.441445 1.2 -1.6 -0.3
C -2.875187 4.058985 1.252754 -0.5 0.7 0.1
C -2.000935 2.925368 1.022890 -1.2 1.4 0.3
C -2.285669 1.689700 1.621712 -1.3 1.3 0.4
C -1.421348 0.624438 1.405772 2.3 -0.4 -1.1
N -0.285772 0.788785 0.647499 -1.1 0.7 0.2
C -0.043306 1.980974 0.008599 0.9 -2.5 0.5
C -0.877440 3.060135 0.199793 -1.2 2.2 0.0
H -3.172014 1.559563 2.244960 0.1 0.1 0.0
H -1.604283 -0.371280 1.837296 -0.1 0.4 0.0
H 0.841423 2.009916 -0.639070 -0.3 0.2 0.1
H -0.655071 4.014521 -0.295904 -0.1 -0.2 0.2
```
Forces are in eV/Å.

For the energy relative to the best compared isomer or geometry (same formula, charge and spin), the calculation gives 8.1 kcal/mol. The calculation puts the LUMO energy (spin up / spin down) at -17.17 / -19.52 eV. The HOMO energy (spin up / spin down) comes out at -23.375 / -23.900 eV. The expectation value of S² is 15.80. The total charge is +4. The multiplicity is 8.

=====

Table of calculated total energy (eV), in record order: -18402.088, -12851.443, -65110.336
Table of molar mass (g/mol), in record order: 103.11, 114.09, 606.38